Computed, not measured: an isolated ion of composition C14H29N4O3 and charge +1 in a non-equilibrium geometry, with the ωB97M-V functional and the def2-TZVPD basis.

Calculated values
**Highest occupied orbital energy**: -12.3 eV
**ΔE to the lowest compared entry with this formula, charge and spin**: 0.0 kJ/mol
**Structure (SMILES)**: CNC(=O)[C@H](NC(=O)[C@@H](CCCC[NH3+])NC(C)=O)C(C)C
**DFT total energy**: -995.45231 hartree
**Kohn-Sham gap**: 10.04 eV
**Net charge**: +1

CARTESIAN COORDINATES (ANGSTROEM)
O -0.4507 3.4498 0.7547
O 0.7821 -0.4722 1.5655
O -0.6792 -2.5125 -0.0915
C -0.1062 3.3452 1.9460
C -0.1603 0.2626 1.1627
C -0.0143 -2.0555 -1.0032
N 0.5062 -2.7995 -1.9676
N -0.3335 2.2166 2.6611
N -0.4753 0.3654 -0.1224
C 0.5065 4.5071 2.7186
C 0.3572 -4.2929 -2.0839
C -2.2895 -0.5670 -2.3160
C -0.6877 1.2565 -2.8980
C -2.3338 -1.1112 2.8635
C -2.1082 -2.4285 3.6091
C -1.4838 0.1120 3.2898
C -0.8093 -0.2101 -2.4800
C -0.6644 -2.8632 3.7647
C -1.0472 1.0266 2.1406
C 0.0501 -0.4868 -1.2233
N 0.0965 -2.9914 2.4735
H 1.0751 -2.3244 -2.6333
H -0.0330 2.2178 3.6407
H -1.0937 1.1192 -0.3875
H 1.4032 4.2445 3.2982
H -0.2410 4.9876 3.3399
H 0.8472 5.2591 1.9713
H 0.9572 -4.6339 -1.2696
H -0.6665 -4.6640 -1.8896
H 0.7388 -4.6601 -3.0193
H -2.7385 -0.4516 -3.2791
H -2.7697 0.1341 -1.6012
H -2.3599 -1.6342 -2.0367
H -1.0868 1.3629 -3.9027
H 0.3225 1.6361 -2.8448
H -1.3061 1.9337 -2.3149
H -3.3585 -0.8038 2.8954
H -2.1292 -1.3058 1.7996
H -2.5111 -2.3754 4.6651
H -2.6427 -3.2817 3.0879
H -2.0832 0.7364 3.9597
H -0.5950 -0.1466 3.8506
H -0.4469 -0.7904 -3.3287
H -0.0767 -2.1081 4.3505
H -0.6822 -3.8223 4.2990
H -1.9279 1.3529 1.5636
H 1.0416 -0.1747 -1.4721
H -0.4274 -3.3746 1.7057
H 1.0005 -3.4091 2.5408
H 0.2630 -2.0790 2.0808

Forces on the atoms, in the same order (eV/Å):
O 0.4927 -0.4986 1.6860
O -1.3485 0.6898 -0.3053
O -0.3899 -0.6507 0.9008
C -0.6482 0.6817 -1.5837
C 1.5804 -1.2656 0.4349
C -0.7134 1.7344 0.3099
N -0.1264 -1.0075 -0.8455
N -0.1832 -0.8933 0.8239
N 0.1156 -1.1103 -0.7823
C 0.7971 0.4022 -1.1399
C -0.3539 1.3311 1.2404
C 0.7913 -0.2888 0.7339
C -0.4005 0.0218 -0.1190
C 1.1391 0.1770 -0.9076
C -0.7534 -0.5345 0.3887
C -0.3761 0.4019 0.2999
C -0.3669 0.9102 -0.0188
C 0.7938 0.4722 0.9311
C 0.1595 0.7751 -0.2299
C -0.8191 -0.4884 -0.1613
N -1.1362 0.0564 0.5660
H 0.2418 0.0556 -0.5053
H -0.2493 -0.1617 -0.7309
H -0.0215 -0.0525 -0.0080
H -0.4722 -0.1690 0.0379
H -0.0908 -0.0742 0.2306
H -0.3736 -0.5615 0.4752
H 0.4886 -0.9414 0.3700
H 0.3808 0.6625 -0.3427
H 0.0955 0.1601 -0.3410
H -0.5597 0.1329 -0.5384
H 0.0456 -0.7571 -0.3065
H -0.4193 0.5837 0.1898
H 0.2135 0.0446 -0.2436
H 0.3517 0.0362 -0.1814
H -0.0969 0.0144 0.3925
H -0.7216 -0.1236 0.1153
H -0.0401 -0.0093 0.0833
H 0.3459 -0.1104 -1.1126
H 0.2714 1.0754 0.5603
H 0.0660 -0.0600 0.0333
H 0.2948 -0.2512 0.0696
H 0.3449 -0.1971 0.2523
H -0.5229 -0.8635 -0.3481
H 0.4210 0.2510 -0.2771
H 0.1897 0.1565 0.3478
H 0.9224 0.0588 0.0636
H -0.4924 -0.8990 -0.5686
H 0.6253 -0.6649 0.3049
H 0.5076 1.7484 -0.2441

***

Computed, not measured: C32H34ClGaNPSi as an isolated structure in a non-equilibrium geometry, with the ωB97M-V functional and the def2-TZVPD basis.

Calculated values
**Highest occupied orbital energy**: -7.7 eV
**DFT total energy**: -4310.44220 hartree
**Kohn-Sham gap**: 7.76 eV
**Net charge**: 0

CARTESIAN COORDINATES (ANGSTROEM)
C -0.8368 -2.4282 1.9851
C -0.7202 -3.1728 0.8064
C 0.6505 -3.2657 0.4401
H -1.5332 -3.6622 0.2834
C 1.4265 -2.6117 1.4092
C 0.5101 -2.0481 2.4251
H 0.7773 -1.8441 3.4586
H -1.7455 -2.2542 2.5603
H 1.0322 -3.7992 -0.4223
H 2.5121 -2.6220 1.5019
Ga 0.9029 -0.1671 1.4567
Cl 2.9529 0.3022 0.8965
P 0.3640 -0.4238 -1.7744
C 1.5366 -1.5183 -2.6346
C 1.1821 -2.2470 -3.7819
H 0.1734 -2.1836 -4.1780
C 2.1275 -3.0551 -4.4152
H 1.8448 -3.6075 -5.3119
C 3.4309 -3.1484 -3.9081
H 4.1743 -3.7737 -4.4155
C 3.7830 -2.4490 -2.7442
H 4.7992 -2.5256 -2.3449
C 2.8358 -1.6550 -2.1004
H 3.0920 -1.1288 -1.1803
C -1.2717 -0.8889 -2.4175
C -1.6826 -2.2350 -2.3402
H -1.0064 -2.9942 -1.9519
C -2.9523 -2.6068 -2.7783
H -3.2567 -3.6550 -2.7314
C -3.8294 -1.6370 -3.2855
H -4.8189 -1.9346 -3.6546
C -3.4498 -0.2868 -3.2981
H -4.1394 0.4697 -3.6772
C -2.1923 0.0939 -2.8314
H -1.9126 1.1451 -2.8098
C 0.7149 1.2350 -2.4450
C 1.2133 1.3773 -3.7479
H 1.4557 0.4915 -4.3324
C 1.3885 2.6519 -4.2906
H 1.7496 2.7541 -5.3145
C 1.0988 3.7885 -3.5243
H 1.2260 4.7863 -3.9571
C 0.6611 3.6527 -2.1980
H 0.4449 4.5427 -1.5980
C 0.5011 2.3818 -1.6440
H 0.2108 2.2634 -0.5950
C 2.7308 2.2532 3.3670
Si 1.0213 1.6765 3.8696
C 1.1965 0.3340 5.1451
C 0.1141 3.1941 4.4120
N 0.0012 1.0367 2.5188
C -1.4062 1.0162 2.5299
C -2.1124 0.8879 3.7471
C -3.4904 1.1060 3.7923
C -4.1893 1.4328 2.6230
C -3.5133 1.4905 1.3936
C -2.1391 1.2301 1.3338
H 3.0562 2.9567 4.1492
H 2.7385 2.7955 2.4138
H 3.4732 1.4467 3.3200
H 1.6312 0.8014 6.0421
H 0.2312 -0.1043 5.4317
H 1.8679 -0.4777 4.8288
H -0.0644 3.8466 3.5447
H -0.8517 2.9572 4.8732
H 0.7460 3.7299 5.1341
H -1.5483 0.6263 4.6458
H -4.0013 1.0253 4.7558
H -5.2540 1.6670 2.6777
H -4.0642 1.7329 0.4828
H -1.5980 1.2317 0.3788

Forces on the atoms, in the same order (eV/Å):
C 0.5800 -0.4545 -0.2111
C 0.1544 0.4400 0.8976
C 0.4277 0.3146 0.8140
H 0.0013 0.2564 0.0266
C -0.6198 -0.7647 -0.0333
C -0.3218 -0.0716 -1.6519
H -0.0301 0.0287 -0.2055
H 0.2667 0.0871 -0.2753
H 0.0447 0.1661 0.0394
H -0.3522 0.1185 -0.1707
Ga -0.1245 -1.3952 -0.2538
Cl 0.0431 0.1509 -0.1338
P 0.1791 0.0822 1.4814
C 0.3067 -0.5130 -0.1381
C 0.4489 0.1252 0.1987
H 0.1498 0.0253 0.0019
C 0.2872 0.0328 0.1767
H 0.1086 0.1218 0.2360
C -0.1386 0.0876 0.0731
H -0.3331 0.2563 0.2098
C -0.1677 -0.1112 -0.2756
H -0.4206 0.0097 -0.1178
C -0.3023 0.0768 -0.2431
H -0.0469 -0.1421 -0.3046
C -0.6168 0.1033 0.1173
C -0.1464 0.3417 -0.2668
H -0.0739 0.2069 -0.1142
C -0.0666 0.3256 -0.1039
H 0.0856 0.3468 -0.0228
C 0.0976 0.1003 0.0848
H 0.4605 0.1597 0.1735
C -0.1326 -0.3914 0.0789
H 0.1802 -0.2199 0.1600
C 0.2446 -0.5729 -0.1310
H -0.0071 -0.1806 -0.1174
C 0.2399 0.4212 -0.0780
C -0.2756 0.4363 0.1697
H -0.1166 0.2003 0.0572
C -0.0127 0.0887 0.2539
H -0.0675 0.0229 0.2854
C -0.0768 -0.1944 0.1037
H -0.0544 -0.4023 0.1770
C 0.1134 -0.0187 -0.1912
H 0.1556 -0.3619 -0.2153
C -0.0226 -0.4526 -0.5045
H 0.0030 0.0742 -0.3598
C 0.1972 -0.0317 0.0371
Si -0.9370 -0.0987 -1.1506
C 0.0899 0.0632 0.6169
C -0.1270 0.2280 0.5079
N 0.8308 0.4748 0.0199
C -0.3535 0.3818 0.1043
C -0.0149 0.0544 -0.5117
C 0.1831 -0.0500 -0.2753
C 0.1685 0.1380 0.0677
C 0.2242 -0.4155 0.3671
C -0.0657 0.0800 0.5839
H -0.1014 -0.1374 -0.1130
H -0.0049 -0.1526 0.1958
H -0.2093 0.2564 -0.0423
H -0.0219 -0.2791 -0.0594
H 0.2798 0.0628 -0.0564
H -0.1329 0.2740 0.0530
H 0.0713 -0.1829 0.2218
H 0.2112 0.2203 -0.0556
H -0.2785 0.0407 -0.0786
H -0.3438 0.1783 -0.2678
H 0.0562 0.0513 -0.3873
H 0.3077 -0.1414 -0.0721
H 0.1813 -0.1321 0.2386
H -0.2617 0.1566 0.3590

***

Computed, not measured: one molecule with the formula C6H12O, with the ωB97M-V functional and the def2-TZVPD basis.

Calculated values
**Highest occupied orbital energy**: -9.5 eV
**ΔE to the lowest compared entry with this formula, charge and spin**: 131.6 kJ/mol
**Structure (SMILES)**: CO[C@H]1CC[C@H]1C
**DFT total energy**: -311.00915 hartree
**Kohn-Sham gap**: 10.63 eV
**Net charge**: 0

CARTESIAN COORDINATES (ANGSTROEM)
C 2.5570 -0.6177 -0.0251
O 1.1727 -0.8416 -0.1773
C 0.3848 0.1408 0.4446
C -0.0241 1.3762 -0.3985
C -1.4469 1.2375 0.1897
C -1.1060 -0.2212 0.5878
C -1.5464 -1.2796 -0.4142
H 2.8558 -0.6861 1.0340
H 2.8928 0.3531 -0.4284
H 3.0513 -1.4171 -0.5829
H 0.8469 0.4302 1.4029
H 0.5044 2.3266 -0.2684
H -0.0003 1.1002 -1.4568
H -2.2960 1.3850 -0.4877
H -1.5855 1.8769 1.0680
H -1.4052 -0.5122 1.5998
H -2.6393 -1.3374 -0.4718
H -1.1530 -1.0658 -1.4136
H -1.1562 -2.2584 -0.1189

Forces on the atoms, in the same order (eV/Å):
C 0.1954 -0.1977 -0.0717
O 0.0825 0.1249 0.1160
C 0.1479 0.2873 -0.0343
C 0.1193 0.0461 -0.1305
C -0.0903 0.0655 0.0264
C -0.0907 -0.1228 0.1851
C 0.0041 -0.0226 -0.0341
H -0.0610 0.0700 -0.1948
H -0.2230 -0.1885 0.0803
H 0.0491 0.1571 0.1075
H -0.1871 -0.0337 -0.1107
H -0.0633 -0.2077 0.0518
H -0.0148 0.0571 0.0959
H 0.1903 -0.0594 0.1042
H 0.0050 -0.1062 -0.1371
H -0.0136 0.0085 -0.1266
H 0.1622 0.0231 0.0411
H -0.1205 -0.0113 0.1147
H -0.0916 0.1102 -0.0833